Density functional theory data (ωB97M-V with the def2-TZVPD basis set) for a molecular structure, C30H29N3O3 in a non-equilibrium geometry.

The geometry in ORCA input format:
```
! wB97M-V def2-TZVPD RIJCOSX def2/J DEFGRID3
* xyz 0 1
C -0.3070 2.1641 -1.1875
C -1.6095 1.5302 -1.7327
O -1.6161 0.3754 -2.1671
C -2.8245 2.4010 -1.8226
C -2.6383 3.6054 -2.5644
C -3.7034 4.5836 -2.6266
C -4.9180 4.2994 -2.0402
C -5.1167 3.0393 -1.4474
C -4.0945 2.0844 -1.3545
N -0.3575 3.6387 -1.1774
O 0.6676 4.3454 -0.9376
O -1.3800 4.3471 -1.4126
H 0.5787 1.8236 -1.8634
H -1.8154 3.6745 -3.2936
H -3.5270 5.4917 -3.2016
H -5.7366 5.0062 -2.0666
H -6.0938 2.7838 -1.0333
H -4.2278 1.1021 -0.8913
C 4.5288 3.9951 0.5365
N 3.6828 2.8309 0.4884
C 2.3325 2.8676 0.3335
C 1.7713 1.6225 0.4200
C 0.2934 1.4281 0.1806
C -0.0645 -0.0903 0.2720
C 0.6108 -1.0620 -0.4515
C 0.2976 -2.4193 -0.3487
C -0.7955 -2.7883 0.4811
N -1.1318 -4.1197 0.6386
C -0.6622 -5.1181 -0.3097
C 0.7769 -4.8903 -0.6783
C 0.9997 -3.4489 -1.1669
C -2.3690 -4.5065 1.3205
C -2.5946 -3.6641 2.5460
C -2.5467 -2.1789 2.2122
C -1.4282 -1.8168 1.2974
C -1.0669 -0.4788 1.1625
C 2.8605 0.7241 0.8822
C 3.0404 -0.6105 1.2852
C 4.3353 -1.0887 1.5374
C 5.4781 -0.2670 1.4824
C 5.3229 1.0961 1.1326
C 4.0517 1.5317 0.8118
H 5.5754 3.6772 0.5806
H 4.3611 4.6402 -0.3274
H 4.3194 4.5978 1.4235
H 1.8062 3.7125 -0.0642
H -0.3353 1.9883 0.9454
H 1.3541 -0.7897 -1.1922
H -0.7996 -6.0958 0.1566
H -1.2760 -5.0837 -1.2255
H 1.4286 -5.0646 0.1872
H 1.0913 -5.5974 -1.4527
H 0.7203 -3.3845 -2.2406
H 2.0764 -3.2115 -1.1500
H -3.2137 -4.3764 0.6206
H -2.2656 -5.5766 1.5598
H -3.5517 -3.9239 2.9903
H -1.8377 -3.8941 3.2938
H -3.5285 -1.8704 1.7995
H -2.4266 -1.5970 3.1320
H -1.6837 0.2628 1.6640
H 2.1345 -1.2168 1.3514
H 4.4263 -2.1378 1.8276
H 6.4574 -0.6825 1.7148
H 6.1635 1.7802 1.1601
*
```

Properties
* LUMO energy: -1.24 eV
* electronic energy: -1550.358402 hartree
* HOMO energy: -7.336 eV